Formula: C6H12O
Source: OMol25
Level of theory: the ωB97M-V functional and the def2-TZVPD basis

```
19
Properties=species:S:1:pos:R:3:forces:R:3:lowdin_charge:R:1
C 0.5753 2.5010 -1.5445 0.463 0.618 -0.983 -0.153
C -0.0513 1.5135 -0.6360 0.289 0.776 -0.298 -0.377
C 0.7890 0.4177 -0.2054 1.323 0.002 -0.417 -0.251
C 0.1706 -0.4494 0.6377 -0.643 -2.194 1.296 -0.264
C 0.8791 -1.5842 1.1797 0.865 0.992 0.944 -0.342
C 0.8673 -1.8600 2.5526 0.562 -0.956 -1.301 -0.166
H 1.0392 2.0857 -2.4269 -0.057 -0.531 -0.487 0.060
H -0.1202 3.2424 -1.8693 -0.814 0.557 -0.462 0.046
H 1.3672 3.0953 -1.1283 0.585 0.089 0.868 0.055
H -0.3260 2.0563 0.2452 -0.835 0.623 0.736 0.088
H -0.9159 1.0558 -1.0614 -1.105 0.192 -0.572 0.089
H 1.8856 0.4757 -0.4753 -1.251 -0.541 0.620 0.098
H -0.9413 -0.2547 1.0779 2.627 -0.163 -1.020 0.130
H 1.8583 -1.8542 0.7056 -0.988 0.125 -0.199 0.069
H 0.0846 -1.3829 3.0912 -0.364 -0.002 1.064 -0.024
H 1.5939 -2.5930 2.9396 -0.755 0.357 0.226 -0.015
H -2.5204 -1.9873 -0.3135 0.816 -0.803 0.128 0.010
H -3.1618 -2.6011 -1.6926 0.657 -0.456 0.580 0.018
O -3.0731 -1.8766 -1.0763 -1.375 1.315 -0.723 -0.072
```
Positions in Å, forces in eV/Å.

<S²> ... 0.771
Net charge ... -1
Spin multiplicity ... 2
Highest occupied orbital energy (alpha / beta) ... 0.43 / -2.60 eV
LUMO (alpha / beta) ... 3.8 / 3.7 eV
Maximum force ... 0.055 Eh/bohr
Total energy ... -8460.84253 eV
Energy above the lowest of the compared OMol25 structures with the same formula, charge and spin ... 192.47 kJ/mol